No. 1
The following is a quantum chemistry calculation of C27H45BCdF5N3O7S as an isolated structure at a distorted geometry, from the OMol25 dataset.

- E_HOMO (eV) = -12.780
- electronic energy (eV) = -77176.6961
- gap between HOMO and LUMO (eV) = 1.631
- maximum force (eV/A) = 1.5
- total charge = +2

```
90
C27H45BCdF5N3O7S | the OMol25 dataset | wB97M-V/def2-TZVPD
C 1.829 -1.140 6.042
C 0.646 -1.925 5.493
O 0.912 -2.356 4.174
C -0.232 -2.915 3.581
C 0.112 -3.496 2.236
O 0.531 -2.542 1.270
C -0.358 -1.915 0.405
C -1.812 -1.857 0.881
N -2.711 -1.303 -0.133
C -4.111 -1.527 0.263
O -0.332 -2.440 -0.904
C -0.703 -3.790 -1.054
S 0.567 -4.596 -2.098
B -2.114 -3.971 -1.804
O -2.273 -3.570 -3.094
O -3.156 -4.564 -1.144
C 0.213 -0.468 0.219
C 0.388 0.199 1.588
C -0.213 1.599 1.619
N -1.676 1.569 1.442
C -2.393 1.424 2.723
C -2.466 2.674 3.596
C -2.123 2.689 0.690
C -3.231 2.446 -0.294
O -1.621 3.768 0.767
O 1.409 -0.650 -0.515
C 2.065 0.417 -1.150
C 3.118 1.043 -0.152
N 2.792 2.255 0.544
C 1.066 1.412 -1.802
C 1.391 2.020 -3.136
C 0.599 1.580 -4.229
C 0.765 2.050 -5.527
C 1.766 3.037 -5.783
C 2.567 3.494 -4.694
C 2.387 3.011 -3.387
C 3.253 3.578 -2.301
C 2.940 -0.325 -2.208
F 3.668 -1.223 -1.533
F 3.809 0.524 -2.798
C 2.185 -1.117 -3.346
F 0.875 -1.144 -3.175
F 2.437 -0.531 -4.525
F 2.632 -2.346 -3.420
H 2.445 -0.784 5.224
H 2.400 -1.737 6.742
H 1.468 -0.281 6.600
H 0.422 -2.780 6.135
H -0.252 -1.299 5.519
H -0.609 -3.742 4.194
H -1.037 -2.173 3.538
H 0.966 -4.149 2.393
H -0.706 -4.146 1.928
H -2.200 -2.846 1.111
H -1.919 -1.284 1.803
H -2.601 -0.297 -0.121
H -4.355 -0.971 1.172
H -4.777 -1.170 -0.517
H -4.315 -2.583 0.397
H -0.692 -4.377 -0.140
H -0.125 -4.728 -3.237
H -3.129 -3.153 -3.220
H -3.136 -4.426 -0.195
H -0.579 0.066 -0.309
H 1.435 0.223 1.866
H -0.109 -0.363 2.370
H 0.019 2.046 2.588
H 0.224 2.249 0.873
H -1.962 0.598 3.281
H -3.415 1.119 2.498
H -2.814 2.365 4.578
H -1.510 3.165 3.731
H -3.217 3.355 3.211
H -3.754 1.513 -0.121
H -2.747 2.386 -1.270
H -3.895 3.300 -0.324
H 4.081 1.159 -0.644
H 3.288 0.277 0.593
H 2.503 2.165 1.500
H 2.344 3.000 0.047
H 0.761 2.203 -1.112
H 0.168 0.830 -1.979
H -0.151 0.832 -4.032
H 0.157 1.670 -6.333
H 1.945 3.365 -6.802
H 3.327 4.232 -4.903
H 3.878 2.830 -1.834
H 3.920 4.317 -2.731
H 2.645 4.115 -1.579
Cd 0.213 4.832 -5.818
```

No. 2
The following is a quantum chemistry calculation of one molecule with the formula C18H17ClN2O6S at a distorted geometry, from the OMol25 dataset.

- E_HOMO (eV) = -8.071
- electronic energy (eV) = -57563.6448
- gap between HOMO and LUMO (eV) = 8.278
- maximum force (eV/A) = 1.3
- total charge = 0
- SMILES = O=C(Nc1ccc2c(c1)OCO2)c1ccc(Cl)c(S(=O)(=O)N2CCOCC2)c1

```
45
C18H17ClN2O6S | the OMol25 dataset | wB97M-V/def2-TZVPD
O -2.897 -3.262 -2.247
C -2.603 -2.339 -1.517
N -3.372 -1.223 -1.422
C -3.172 -0.149 -0.527
C -3.057 -0.398 0.833
C -2.741 0.617 1.732
C -2.544 1.873 1.216
C -2.697 2.133 -0.151
C -3.026 1.146 -1.042
O -2.460 3.454 -0.389
C -2.027 3.991 0.845
O -2.214 3.028 1.859
C -1.366 -2.335 -0.670
C -1.002 -3.479 0.035
C 0.120 -3.480 0.842
C 0.888 -2.326 0.968
Cl 2.254 -2.328 2.004
C 0.544 -1.192 0.247
S 1.373 0.404 0.321
O 0.362 1.410 0.166
O 2.224 0.487 1.471
N 2.232 0.324 -1.114
C 2.322 1.554 -1.878
C 3.453 2.436 -1.342
O 4.678 1.737 -1.340
C 4.606 0.583 -0.528
C 3.506 -0.365 -1.016
C -0.555 -1.210 -0.587
H -4.131 -1.156 -2.088
H -3.197 -1.404 1.196
H -2.639 0.424 2.786
H -3.127 1.347 -2.096
H -2.612 4.892 1.079
H -0.956 4.246 0.775
H -1.613 -4.365 -0.052
H 0.405 -4.363 1.391
H 1.362 2.062 -1.791
H 2.512 1.287 -2.922
H 3.603 3.311 -1.976
H 3.199 2.756 -0.320
H 5.586 0.106 -0.592
H 4.396 0.865 0.513
H 3.390 -1.198 -0.324
H 3.752 -0.751 -2.011
H -0.762 -0.314 -1.147
```

No. 3
The following is a quantum chemistry calculation of a 9-piece molecular cluster, C23H38IN10O2 overall at a distorted geometry, from the OMol25 dataset.

- E_HOMO (eV) = -4.045
- electronic energy (eV) = -51551.7102
- gap between HOMO and LUMO (eV) = 5.842
- maximum force (eV/A) = 10.4
- total charge = -1

```
74
C23H38IN10O2 | the OMol25 dataset | wB97M-V/def2-TZVPD
C -2.163 0.974 -0.824
C -0.979 2.108 -0.900
N -0.465 2.544 0.489
N 0.060 1.442 1.144
C -0.379 1.345 2.588
C -0.561 -0.289 2.894
O -0.296 -0.869 4.067
O -1.107 -1.093 1.755
C 1.586 1.649 1.162
I 2.103 3.809 0.976
C 2.342 0.865 -0.098
C 2.162 -0.764 -0.061
H -1.882 -0.001 -1.452
H -2.413 0.730 0.300
H -3.174 1.391 -1.301
H -0.103 1.790 -1.611
H -1.471 3.074 -1.398
H -1.318 2.928 0.951
H -1.424 1.819 2.824
H 0.380 1.778 3.369
H 2.091 1.219 2.140
H 3.504 1.086 -0.007
H 1.965 1.310 -1.113
H 2.394 -1.173 -1.158
H 1.031 -1.047 0.158
H 2.898 -1.301 0.675
C 1.052 -1.374 -4.286
C 0.152 -0.180 -4.014
N -0.595 0.810 -3.788
H 0.587 -2.030 -5.027
H 2.018 -1.033 -4.668
H 1.213 -1.938 -3.363
C 1.123 1.159 7.135
C 1.161 2.420 6.287
N 1.192 3.466 5.583
H 0.366 0.471 6.746
H 2.098 0.665 7.112
H 0.876 1.413 8.169
C -1.495 3.381 -5.757
C -2.395 4.575 -5.485
N -3.142 5.565 -5.259
H -1.960 2.725 -6.498
H -0.529 3.722 -6.140
H -1.334 2.817 -4.834
C -4.506 -2.528 -1.171
C -3.082 -2.520 -1.702
N -1.900 -2.513 -2.143
H -4.717 -3.485 -0.686
H -4.637 -1.723 -0.442
H -5.212 -2.383 -1.993
C 2.339 -4.830 0.257
C 3.763 -4.821 -0.275
N 4.945 -4.814 -0.715
H 2.128 -5.787 0.742
H 2.208 -4.025 0.985
H 1.634 -4.684 -0.566
C -7.543 -4.340 -4.136
C -7.279 -3.809 -2.736
N -7.060 -3.368 -1.575
H -7.206 -3.614 -4.880
H -7.005 -5.280 -4.285
H -8.614 -4.517 -4.271
C 2.682 4.307 9.947
C 2.581 2.804 9.748
N 2.498 1.557 9.582
H 3.283 4.526 10.834
H 3.154 4.768 9.075
H 1.684 4.734 10.079
C 5.426 -1.161 -4.893
C 4.537 -0.514 -3.843
N 3.799 0.022 -2.973
H 4.998 -2.118 -5.206
H 5.511 -0.507 -5.764
H 6.423 -1.336 -4.480
```

No. 4
The following is a quantum chemistry calculation of a 2-piece molecular cluster, C3H12NOS overall at a distorted geometry, from the OMol25 dataset.

- E_HOMO (eV) = -12.068
- electronic energy (eV) = -17671.9136
- gap between HOMO and LUMO (eV) = 8.685
- maximum force (eV/A) = 1.9
- total charge = +1

```
18
C3H12NOS | the OMol25 dataset | wB97M-V/def2-TZVPD
C 0.685 0.503 1.170
C 0.028 0.258 -0.186
C -0.920 1.410 -0.502
S -2.180 0.783 -1.729
N 1.051 -0.782 1.897
H 1.659 0.956 0.989
H 0.118 1.120 1.857
H -0.565 -0.654 -0.327
H 0.853 0.115 -0.884
H -0.456 2.314 -0.884
H -1.586 1.646 0.323
H -2.772 1.953 -1.997
H 1.462 -1.535 1.292
H 1.764 -0.599 2.593
H 0.222 -1.161 2.356
H 2.987 -2.342 -0.263
H 3.382 -3.077 1.016
O 2.796 -2.444 0.646
```